C5H8N | ωB97M-V/def2-TZVPD

Properties
Charge ... +1
E_LUMO (spin up / spin down) ... -7.39 / -7.39 eV
Highest occupied orbital energy (spin up / spin down) ... -15.18 / -15.18 eV

Each line ends with the Löwdin charge.
Element x y z (Å)
C1 0.304790 -0.578662 -0.396032  -0.44
C2 -0.765563 1.121673 0.865754  -0.15
C3 -0.061575 1.976006 -0.254724  0.11
C4 -0.416661 -0.243355 0.740221  0.11
C5 0.743518 -1.961432 -0.671093  -0.03
N1 0.510101 0.348690 -1.246319  0.29
H1 -0.792572 1.498765 1.949192  0.18
H2 -1.959177 0.975419 0.796408  0.23
H3 -0.595037 2.535756 -0.934924  0.06
H4 1.036701 2.342615 -0.014194  0.16
H5 -0.830208 -0.976502 1.377696  0.14
H6 0.842012 -2.625979 0.278957  0.12
H7 1.785657 -1.778345 -1.164410  0.13
H8 0.198012 -2.634647 -1.326531  0.09

Cartesian forces, eV/Å:
C -0.081 -1.410 -0.931
C -1.517 1.937 0.615
C 3.777 -5.215 1.340
C -0.578 1.118 0.257
C 3.111 -1.768 0.632
N -0.903 4.133 1.274
H 0.414 -0.360 -1.321
H 1.880 0.533 -0.414
H -1.223 1.147 -1.290
H -2.579 -0.561 -0.310
H -0.249 -0.785 0.932
H 0.168 1.498 -1.368
H -1.691 -0.963 0.981
H -0.529 0.695 -0.396

=====

C5H8N | ωB97M-V/def2-TZVPD

Properties
Structure (SMILES) ... C[N@+]12C[C@]13C[C@@H]32
Charge ... +1
E_LUMO ... -3.71 eV
Highest occupied orbital energy ... -15.54 eV

Each line ends with the Löwdin charge.
Element x y z (Å)
C1 -1.587490 -0.530991 -0.064322  0.08
N1 -0.381589 0.233513 0.384339  -0.07
C2 -0.015843 1.563364 -0.095120  0.05
C3 0.970963 0.527090 -0.297165  -0.14
C4 1.493277 -0.796779 -0.399855  0.02
C5 0.920373 -0.265850 0.910482  -0.04
H1 -1.606582 -0.686703 -1.081684  0.09
H2 -1.605095 -1.433936 0.387373  0.08
H3 -2.345758 0.107714 0.092539  0.08
H4 0.059323 2.365648 0.698972  0.17
H5 -0.620671 1.679086 -1.050852  0.17
H6 2.521949 -0.981372 -0.729562  0.14
H7 0.886281 -1.655302 -0.836900  0.14
H8 1.310865 -0.125477 2.081758  0.23

Cartesian forces, eV/Å:
C 3.349 1.472 -0.692
N 0.188 -1.281 1.044
C -1.627 1.498 -1.440
C -0.646 0.775 1.094
C -0.456 -3.916 -1.673
C 1.925 0.785 3.437
H 0.475 -0.395 -2.577
H -0.315 -2.592 1.885
H -3.001 1.800 1.269
H 0.094 -0.872 -1.302
H 0.700 1.088 1.355
H -0.006 0.523 1.045
H 0.489 1.430 0.156
H -1.167 -0.315 -3.603

=====

C5H8N | ωB97M-V/def2-TZVPD

Properties
Structure (SMILES) ... C1=C[N+]2(C1)CC2
Charge ... +1
E_LUMO ... -3.15 eV
Highest occupied orbital energy ... -15.56 eV

Each line ends with the Löwdin charge.
Element x y z (Å)
C1 1.933991 -0.025522 0.027242  0.00
C2 1.168143 -1.098143 -0.024076  0.17
N1 -0.194398 -0.056630 -0.047169  -0.14
C3 0.852750 1.010413 -0.039548  -0.06
C4 -1.459541 -0.168905 -0.717053  -0.02
C5 -1.377580 -0.157516 0.763484  -0.02
H1 2.998122 0.088103 0.108528  0.13
H2 1.098309 -2.161789 -0.087507  0.12
H3 0.765556 1.676345 0.820917  0.14
H4 0.857204 1.603795 -0.956504  0.14
H5 -1.658990 -1.092018 -1.248722  0.14
H6 -1.811371 0.722953 -1.223846  0.14
H7 -1.672992 0.734992 1.302708  0.14
H8 -1.499203 -1.076074 1.321546  0.14

Cartesian forces, eV/Å:
C -0.220 -0.156 0.064
C -2.406 2.412 -0.118
N 3.499 -2.419 0.038
C 0.293 0.656 0.010
C -0.897 0.136 -0.551
C -0.770 -0.033 0.563
H 0.214 -0.034 -0.074
H -0.038 -0.352 0.078
H -0.061 -0.109 -0.021
H -0.133 -0.117 0.037
H 0.190 0.012 0.121
H 0.126 0.004 0.078
H 0.121 0.039 -0.124
H 0.082 -0.041 -0.100

=====

C5H8N | ωB97M-V/def2-TZVPD

Properties
⟨S²⟩ ... 2.01
Charge ... +1
Multiplicity ... 3
E_LUMO (spin up / spin down) ... -4.06 / -6.09 eV
Highest occupied orbital energy (spin up / spin down) ... -12.40 / -15.43 eV

Each line ends with the Löwdin charge.
Element x y z (Å)
C1 0.653376 -1.662686 -0.232507  0.27
C2 -0.725630 -0.250840 0.162292  -0.05
C3 1.590545 0.686862 0.273019  0.02
C4 1.326112 -0.406484 -0.719477  -0.19
C5 -2.151256 -0.011331 0.267669  -0.06
N1 0.257955 0.660063 -0.451841  -0.01
H1 1.114726 -2.066299 0.600773  0.05
H2 1.414594 0.374039 1.368472  0.16
H3 2.142264 1.611781 0.256413  0.13
H4 1.718434 -0.344913 -1.725464  0.15
H5 -2.558984 -0.997678 0.124155  0.09
H6 -2.665176 0.764383 -0.364905  0.12
H7 -2.180670 0.108303 1.394993  0.12
H8 0.063709 1.534799 -0.953592  0.20

Cartesian forces, eV/Å:
C -2.993 5.189 0.067
C 3.222 -1.563 -1.331
C -1.645 -1.887 2.873
C 0.194 1.443 -1.482
C 0.199 -0.350 1.211
N 0.536 -0.323 0.681
H 0.524 -1.725 1.461
H 0.411 0.427 -1.804
H 0.401 -0.096 -0.981
H 0.476 -0.041 0.043
H -0.831 -0.303 -0.234
H 0.748 -0.685 0.769
H -1.038 0.564 -1.011
H -0.204 -0.650 -0.263

=====

C5H8N | ωB97M-V/def2-TZVPD

Properties
⟨S²⟩ ... 2.01
Charge ... +1
Multiplicity ... 3
E_LUMO (spin up / spin down) ... -6.15 / -9.17 eV
Highest occupied orbital energy (spin up / spin down) ... -15.07 / -15.07 eV

Each line ends with the Löwdin charge.
Element x y z (Å)
C1 2.053796 -0.965642 -0.359726  0.07
C2 2.541652 0.219649 0.450329  -0.04
C3 1.247266 0.977298 0.713442  0.16
C4 0.455525 0.184909 0.052988  0.06
C5 -3.394810 -0.167716 -0.365107  -0.07
N1 0.784204 -0.896336 -0.533481  0.19
H1 2.569112 -1.748533 -0.742158  0.12
H2 3.210131 0.279711 1.333639  0.17
H3 3.039506 0.839664 -0.279730  0.16
H4 1.160415 1.870553 1.209916  0.13
H5 -2.779820 -0.724373 -1.014882  -0.03
H6 -4.422710 -0.688197 -0.425474  0.06
H7 -3.590448 0.884741 -0.661588  0.02
H8 -2.873818 -0.065722 0.621837  0.01

Cartesian forces, eV/Å:
C 0.685 1.833 2.533
C 0.561 1.209 0.810
C 4.894 -0.692 0.540
C -7.266 -0.337 -1.430
C -1.930 0.871 1.016
N -1.011 -1.312 -1.349
H 2.028 -2.211 -1.094
H -0.113 -1.006 -0.579
H 0.675 0.582 -0.526
H -0.484 1.934 1.088
H 0.909 -0.230 -1.048
H 1.680 0.742 0.904
H 0.366 -0.735 -0.355
H -0.993 -0.646 -0.511

=====

C5H8N2 | ωB97M-V/def2-TZVPD

Properties
E_LUMO ... 0.62 eV
Highest occupied orbital energy ... -9.22 eV

Each line ends with the Löwdin charge.
Element x y z (Å)
C1 -1.892614 -0.223679 0.046838  -0.23
C2 0.707039 -0.966633 1.045298  0.00
C3 0.355026 -0.559724 -1.102223  -0.21
C4 -0.546410 0.129166 -0.024192  -0.40
C5 -0.267506 1.540530 0.190577  -0.12
N1 -2.988000 -0.526384 0.015354  0.17
N2 1.074747 -1.508502 -0.288290  -0.08
H1 1.232007 -0.170526 1.653429  0.11
H2 -0.036395 -1.598030 1.527957  0.08
H3 -0.300690 -1.136218 -1.823508  0.12
H4 0.918217 0.258184 -1.711954  0.14
H5 -0.356817 2.037863 1.302000  0.14
H6 -0.794100 2.238870 -0.501518  0.09
H7 0.817043 1.770475 0.100515  0.08
H8 2.078453 -1.285386 -0.430289  0.11

Cartesian forces, eV/Å:
C 0.269 -0.353 -0.179
C -3.929 2.400 -1.666
C -2.114 0.625 -2.348
C 4.106 -2.030 1.799
C 1.326 4.174 2.415
N -1.786 -0.451 0.132
N 2.772 1.435 0.937
H -0.049 -1.426 -0.854
H 0.784 -0.118 0.609
H 0.763 0.781 0.422
H -0.546 -1.567 1.136
H -0.671 -1.668 -2.397
H 0.191 -0.541 0.423
H -0.494 -0.423 -0.547
H -0.621 -0.838 0.118

=====

C5H8N2 | ωB97M-V/def2-TZVPD

Properties
Structure (SMILES) ... C=C1C=CN(C)N1
E_LUMO ... 0.79 eV
Highest occupied orbital energy ... -6.57 eV

Each line ends with the Löwdin charge.
Element x y z (Å)
C1 -2.508151 -0.543997 0.257984  -0.05
C2 -1.285933 0.101700 0.345757  -0.38
C3 -0.684869 1.422216 0.335000  -0.01
C4 0.598365 1.248957 -0.085721  -0.08
N1 0.873087 -0.080883 -0.322792  -0.17
C5 2.177387 -0.698079 -0.230290  -0.04
N2 -0.232626 -0.758350 0.184520  0.05
H1 -2.695023 -1.033914 -0.694353  0.03
H2 -3.374807 -0.260237 0.825228  0.01
H3 -1.211789 2.363535 0.399955  0.10
H4 1.367421 1.985267 -0.305177  0.12
H5 2.915402 0.002110 -0.633315  0.09
H6 2.182060 -1.595629 -0.855129  0.09
H7 2.458333 -0.970636 0.796140  0.09
H8 -0.663283 -1.660038 -0.087578  0.15

Cartesian forces, eV/Å:
C -0.469 0.688 -0.021
C 0.013 -0.080 0.010
C 0.032 -0.065 0.239
C -0.079 -0.131 0.045
N -0.144 0.086 -0.196
C 0.060 -0.075 -0.066
N -0.224 -0.015 -0.054
H 0.197 -0.638 0.424
H -0.236 0.591 -0.193
H 0.109 -0.167 0.124
H -0.225 -0.177 0.037
H -0.156 -0.124 0.078
H 0.072 0.092 0.122
H -0.139 0.091 -0.119
H 1.189 -0.077 -0.429

=====

C5H8N2 | ωB97M-V/def2-TZVPD

Properties
Structure (SMILES) ... C/N=C1/[C@@H]2[C@H](C)N12
E_LUMO ... 1.09 eV
Highest occupied orbital energy ... -9.55 eV

Each line ends with the Löwdin charge.
Element x y z (Å)
C1 1.886372 -0.105346 1.441704  -0.11
N1 1.610367 1.070554 0.565875  0.07
C2 0.807404 0.643915 -0.296287  -0.33
C3 0.104941 0.536623 -1.517137  -0.06
C4 -1.050948 -0.244435 -1.017642  -0.31
C5 -2.012904 0.220759 0.050424  -0.04
N2 0.283379 -0.707743 -0.650663  0.09
H1 1.582056 -0.974366 0.866725  0.05
H2 2.925481 -0.271976 1.737146  0.07
H3 1.265749 -0.004876 2.333159  0.08
H4 0.537251 0.532378 -2.505252  0.13
H5 -1.511269 -0.848974 -1.800729  0.14
H6 -1.498216 0.797051 0.826010  0.08
H7 -2.799190 0.840102 -0.389078  0.08
H8 -2.488439 -0.642071 0.533333  0.08

Cartesian forces, eV/Å:
C 0.029 -0.058 0.256
N -0.280 -0.864 -0.443
C 0.172 -0.878 0.325
C -0.258 0.753 -0.627
C -0.298 0.181 -0.183
C 0.028 0.086 -0.016
N 0.246 0.237 0.213
H 0.169 -0.376 0.687
H -0.030 0.716 -0.129
H 0.153 -0.083 0.118
H -0.218 0.312 -0.173
H 0.152 -0.103 0.198
H -0.050 -0.026 -0.155
H 0.054 -0.030 0.074
H 0.133 0.131 -0.144

=====

C5H8N2 | ωB97M-V/def2-TZVPD

Properties
E_LUMO ... 1.08 eV
Highest occupied orbital energy ... -7.78 eV

Each line ends with the Löwdin charge.
Element x y z (Å)
C1 1.662490 -1.744873 0.117415  -0.06
C2 0.470265 -0.950387 -0.297267  -0.22
C3 -0.425970 -1.097244 -1.288758  -0.08
N1 -1.050352 0.192136 -1.147701  0.03
C4 -0.193072 0.346088 0.017541  -0.26
N2 -1.264232 2.329196 0.788254  0.03
C5 -0.282887 1.325321 0.914145  -0.14
H1 2.599092 -1.202099 -0.054787  0.08
H2 1.637070 -2.043532 1.171468  0.07
H3 1.697867 -2.660716 -0.483762  0.08
H4 -0.642463 -1.839605 -2.049378  0.11
H5 -2.042143 0.187444 -0.914309  0.11
H6 -1.270827 2.997426 1.542623  0.07
H7 -1.253340 2.802886 -0.106144  0.08
H8 0.358501 1.357961 1.790660  0.11

Cartesian forces, eV/Å:
C 0.016 0.009 0.030
C -0.045 -0.023 -0.114
C 0.108 -0.247 -0.137
N -0.247 0.074 -0.001
C 0.085 0.172 0.252
N 0.056 0.158 0.045
C 0.133 -0.234 -0.023
H -0.139 -0.022 0.058
H -0.046 0.127 -0.126
H 0.010 0.150 0.114
H 0.037 0.114 0.096
H 0.078 -0.031 -0.056
H 0.111 -0.013 -0.075
H -0.066 -0.121 0.045
H -0.090 -0.112 -0.109

=====

C5H8N2 | ωB97M-V/def2-TZVPD

Properties
Structure (SMILES) ... C/N=C/N1C=C1C
E_LUMO ... 1.01 eV
Highest occupied orbital energy ... -8.23 eV

Each line ends with the Löwdin charge.
Element x y z (Å)
C1 0.057461 0.211431 2.893145  -0.15
N1 0.295176 -0.310521 1.565283  -0.01
C2 -0.637456 -0.228849 0.714283  -0.26
N2 -0.561739 -0.880615 -0.537589  -0.02
C3 0.839259 -1.155874 -0.963088  0.02
C4 0.240273 -0.255293 -1.642642  -0.23
C5 -0.016935 0.638734 -2.785257  -0.03
H1 0.818378 0.961403 3.134652  0.07
H2 -0.938861 0.663784 3.031868  0.07
H3 0.169443 -0.601367 3.620769  0.07
H4 -1.618379 0.225791 0.912704  0.12
H5 1.617841 -1.850399 -0.697535  0.10
H6 -0.916153 0.298460 -3.313950  0.09
H7 -0.185967 1.671871 -2.462864  0.08
H8 0.837660 0.611445 -3.469778  0.08

Cartesian forces, eV/Å:
C 0.002 0.099 0.215
N -0.399 0.035 -0.309
C 0.141 -0.074 0.236
N -0.109 -0.016 0.134
C 0.074 0.114 -0.240
C 0.240 -0.175 -0.005
C 0.006 -0.011 0.068
H -0.103 -0.097 -0.038
H 0.156 -0.075 -0.096
H -0.020 0.136 -0.112
H 0.151 0.004 0.019
H -0.149 0.139 -0.078
H 0.159 0.054 0.089
H 0.040 -0.169 -0.017
H -0.189 0.036 0.133

=====

Relative energy (zero: lowest compared OMol25 entry of this formula, charge and spin) values (in eV) by entry order: 5.1979 6.3840 3.3160 4.9253 3.7408 3.5751 3.3933 3.6336 2.3232 3.9134.